[1]
Computed, not measured: a 2-piece molecular cluster, CH4NO2P overall in a non-equilibrium geometry, with wB97M-V/def2-TZVPD.

```
! RIJCOSX wB97M-V def2-TZVPD def2/J DEFGRID3
* xyz 0 1
C -1.5473 0.0408 0.8617
N -1.6190 -0.9484 1.5410
O -1.6214 1.0085 0.2192
O 0.7476 1.0953 -1.5569
P 1.9884 0.1477 -1.1555
H -1.2613 -1.3139 2.3527
H 0.2062 1.1448 -0.7860
H 1.5571 -0.0902 0.1308
H 1.5497 -1.0847 -1.6070
*
```

Results
Max |F| ... 3.169 eV/A
Energy relative to the best compared isomer or geometry (same formula, charge and spin) ... 33.3 kcal per mole
SMILES ... N=C=O.OP
Kohn-Sham gap ... 9.70 eV
LUMO level ... 0.50 eV

Results of the natural (NBO) charge analysis, in e, for atoms 1 through 2:
1. C 0.8690
2. N -0.7575

---

[2]
Computed, not measured: an isolated molecule of CH4NO2P in a non-equilibrium geometry, with wB97M-V/def2-TZVPD.

```
! RIJCOSX wB97M-V def2-TZVPD def2/J DEFGRID3
* xyz 0 1
C -0.4056 -0.5907 -0.1324
N -1.2551 -0.0827 -1.2094
O 2.2864 1.5666 1.5952
O 0.6753 0.2369 0.4591
P 1.7624 0.2516 1.7436
H -0.9609 -0.9150 0.7012
H 0.2869 -1.2847 -0.6058
H -0.4957 0.2471 -1.8192
H -1.8938 0.5709 -0.7323
*
```

Results
Max |F| ... 4.087 eV/A
Energy relative to the best compared isomer or geometry (same formula, charge and spin) ... 25.2 kcal per mole
SMILES ... NCOP=O
Kohn-Sham gap ... 10.23 eV
LUMO level ... -0.07 eV

Results of the natural (NBO) charge analysis, in e, for atoms 1 through 2:
1. C 0.0923
2. N -0.8117

---

[3]
Computed, not measured: an isolated molecule of CH4NO2PS in a non-equilibrium geometry, with wB97M-V/def2-TZVPD.

```
! RIJCOSX wB97M-V def2-TZVPD def2/J DEFGRID3
* xyz 0 1
C 0.1158 -1.0627 -1.1660
N 1.0151 0.3506 0.9673
O 1.2788 -1.3232 -1.2144
O -1.4462 -0.4309 1.3100
P -0.3614 0.2300 0.0786
S -1.0140 1.7759 -0.9639
H -0.3879 -1.0104 -2.2499
H 1.2757 1.2391 1.3873
H 1.7243 0.0675 0.3325
H -2.2002 0.1640 1.5187
*
```

Results
Max |F| ... 4.312 eV/A
Energy relative to the best compared isomer or geometry (same formula, charge and spin) ... 12.9 kcal per mole
SMILES ... N[P@@](O)(=S)C=O
Kohn-Sham gap ... 8.91 eV
LUMO level ... -0.49 eV

Results of the natural (NBO) charge analysis, in e, for atoms 1 through 2:
1. C 0.0996
2. N -1.1664

---

[4]
Computed, not measured: a 2-piece molecular cluster, CH4NO2S overall in a non-equilibrium geometry, with wB97M-V/def2-TZVPD.

```
! RIJCOSX wB97M-V def2-TZVPD def2/J DEFGRID3
* xyz -1 1
C -0.1376 1.0515 -0.5921
N 1.9387 -1.8374 0.5228
O -1.5123 -1.1343 -0.8620
O -0.9996 -0.2918 1.4460
S -0.5232 -0.7098 0.1301
H -0.9675 1.2750 -1.3311
H -0.1946 1.8161 0.3519
H 0.7681 1.1994 -1.0432
H 1.6281 -1.3687 1.3776
*
```

Results
Max |F| ... 4.538 eV/A
Energy relative to the best compared isomer or geometry (same formula, charge and spin) ... 152.0 kcal per mole
Kohn-Sham gap (spin up / spin down) ... 6.98 / 6.89 eV
LUMO level (spin up / spin down) ... 3.61 / 3.57 eV

Results of the natural (NBO) charge analysis, in e, for atoms 1 through 2:
1. C -0.8568
2. N -0.5512

---

[5]
Computed, not measured: a 2-piece molecular cluster, CH4NO2S2 overall in a non-equilibrium geometry, with wB97M-V/def2-TZVPD.

```
! RIJCOSX wB97M-V def2-TZVPD def2/J DEFGRID3
* xyz -1 1
C -0.3343 -1.2264 1.5067
N 0.2801 -0.1704 1.6974
O 1.5225 0.7852 -0.5993
O -0.4374 2.3499 -0.8923
S -0.3469 0.0095 -2.8013
S 0.6732 1.5811 -1.5102
H -1.3706 -1.2196 1.0797
H 0.0064 -2.1437 1.9349
H -0.0299 0.7093 1.3922
H 0.0368 -0.6751 -1.8079
*
```

Results
Max |F| ... 3.023 eV/A
Energy relative to the best compared isomer or geometry (same formula, charge and spin) ... 51.7 kcal per mole
Kohn-Sham gap ... 7.29 eV
LUMO level ... 3.69 eV

Results of the natural (NBO) charge analysis, in e, for atoms 1 through 2:
1. C -0.0626
2. N -0.5787

---

[6]
Computed, not measured: an isolated ion of composition CH4NO2SSi and charge -1 in a non-equilibrium geometry, with wB97M-V/def2-TZVPD.

```
! RIJCOSX wB97M-V def2-TZVPD def2/J DEFGRID3
* xyz -1 3
C 2.6748 0.2464 0.0366
N -0.2727 -0.7809 -0.5340
O 3.1326 -0.7512 0.6572
O 3.2191 0.9715 -0.7901
Si 0.7599 0.4095 0.4232
S -0.3299 2.3360 0.1003
H -0.1254 -1.7882 -0.1756
H 0.0921 -0.9847 -1.4903
H 0.5177 0.4029 1.7836
H -0.9992 2.3323 -1.1395
*
```

Results
Max |F| ... 2.841 eV/A
Kohn-Sham gap (spin up / spin down) ... 3.33 / 7.17 eV
LUMO level (spin up / spin down) ... 3.45 / 1.84 eV

Results of the natural (NBO) charge analysis, in e, for atoms 1 through 2:
1. C 0.3712
2. N -1.3534

---

[7]
Computed, not measured: CH4NO2Si as an isolated structure in a non-equilibrium geometry, with wB97M-V/def2-TZVPD.

```
! RIJCOSX wB97M-V def2-TZVPD def2/J DEFGRID3
* xyz -1 1
C -2.5023 -0.3503 -0.1813
N -0.5984 -0.7440 -0.3532
O -1.2018 1.9852 -0.8642
O -2.7501 -0.3542 0.9661
Si -0.3408 1.0982 0.0332
H -0.1759 -1.2620 0.4428
H -0.6669 -1.2091 -1.2586
H 1.0835 0.7991 0.0281
H -0.8491 1.0145 1.3705
*
```

Results
Max |F| ... 2.532 eV/A
Energy relative to the best compared isomer or geometry (same formula, charge and spin) ... 37.5 kcal per mole
Kohn-Sham gap ... 7.94 eV
LUMO level ... 4.45 eV

Results of the natural (NBO) charge analysis, in e, for atoms 1 through 2:
1. C 0.3997
2. N -1.2131

---

[8]
Computed, not measured: a 2-piece molecular cluster, CH4NO3 overall in a non-equilibrium geometry, with wB97M-V/def2-TZVPD.

```
! RIJCOSX wB97M-V def2-TZVPD def2/J DEFGRID3
* xyz -1 1
N -2.0712 0.0410 -0.1652
C -0.6400 -0.1271 -0.4601
O 0.0762 -0.4078 0.5161
O -0.2752 0.0760 -1.6386
H -2.3266 0.9826 -0.4562
H -2.5624 -0.5029 -0.8725
H 2.6880 0.8493 0.7633
H 1.6623 -0.1409 1.2676
O 2.5595 0.2020 1.4717
*
```

Results
Max |F| ... 1.181 eV/A
Energy relative to the best compared isomer or geometry (same formula, charge and spin) ... 11.0 kcal per mole
Kohn-Sham gap ... 8.37 eV
LUMO level ... 4.36 eV

Results of the natural (NBO) charge analysis, in e, for atoms 1 through 2:
1. N -0.9303
2. C 0.8593

---

[9]
Computed, not measured: a 2-piece molecular cluster, CH4NO3 overall in a non-equilibrium geometry, with wB97M-V/def2-TZVPD.

```
! RIJCOSX wB97M-V def2-TZVPD def2/J DEFGRID3
* xyz -1 1
C 0.1784 0.8455 0.2343
N -0.4221 -1.5351 -0.5710
O -1.1493 -0.9116 -1.3927
O -0.2955 1.0635 1.5420
O 0.8335 -0.3475 0.1214
H -0.5807 0.9320 -0.5943
H 0.8524 1.6659 -0.0849
H 0.2019 -2.1468 -1.1464
H 0.3814 0.4341 1.8916
*
```

Results
Max |F| ... 3.216 eV/A
Energy relative to the best compared isomer or geometry (same formula, charge and spin) ... 129.3 kcal per mole
Kohn-Sham gap (spin up / spin down) ... 7.03 / 7.03 eV
LUMO level (spin up / spin down) ... 4.60 / 4.60 eV

Results of the natural (NBO) charge analysis, in e, for atoms 1 through 2:
1. C 0.1953
2. N -0.0625

---

[10]
Computed, not measured: a 2-piece molecular cluster, CH4NOP overall in a non-equilibrium geometry, with wB97M-V/def2-TZVPD.

```
! RIJCOSX wB97M-V def2-TZVPD def2/J DEFGRID3
* xyz 0 1
C -0.2328 0.4292 -1.4898
N 0.1305 -0.7588 -1.1371
O -0.2445 1.0523 -2.4799
P -0.1014 1.8095 0.7109
H 0.1708 -1.6119 -1.6420
H 0.1976 -1.0928 -0.1687
H 1.1163 2.5611 0.2756
H -0.9112 2.6309 -0.1171
*
```

Results
Max |F| ... 4.366 eV/A
Energy relative to the best compared isomer or geometry (same formula, charge and spin) ... 61.2 kcal per mole
Kohn-Sham gap ... 8.16 eV
LUMO level ... 0.00 eV

Results of the natural (NBO) charge analysis, in e, for atoms 1 through 2:
1. C 0.7191
2. N -0.8412